[1]
Formula: C36H40As2F4N4O12SbSe4Tc
Source: OMol25
Level of theory: ωB97M-V/def2-TZVPD

Geometry (Å):
Tc -1.06366 -0.38900 -0.06611
C 4.10412 -0.39372 -5.78255
C 4.12487 0.70908 -4.73236
N 3.29283 0.36541 -3.57828
C 1.99621 0.77629 -3.54915
C 1.07660 0.44892 -2.61851
C -0.35551 0.96434 -2.66220
O -0.63892 1.68883 -3.60525
O -1.09987 0.58371 -1.70931
C 1.48468 -0.43534 -1.54579
O 0.71131 -0.77875 -0.62028
C 2.86676 -0.92136 -1.57655
C 3.29128 -1.79720 -0.57979
C 4.59203 -2.23800 -0.56875
F 4.93526 -3.08887 0.41594
C 5.53451 -1.83283 -1.53677
C 5.06969 -0.95248 -2.51991
C 3.74650 -0.49530 -2.58500
N 6.89680 -2.19373 -1.51600
C 7.41446 -2.96385 -0.36995
C 8.94810 -3.08550 -0.44337
N 9.48204 -1.98684 -1.31206
C 9.02843 -2.12191 -2.73767
C 7.54427 -2.53083 -2.78782
H 4.70243 -0.10221 -6.64700
H 3.08609 -0.58727 -6.12503
H 4.50798 -1.33085 -5.39252
H 3.75353 1.62969 -5.18657
H 5.14719 0.94159 -4.43051
H 1.70494 1.42903 -4.36700
H 2.60495 -2.12850 0.18822
H 5.77595 -0.56855 -3.24204
H 6.98577 -3.96758 -0.33446
H 7.17279 -2.44046 0.55393
H 9.26435 -4.02778 -0.89165
H 9.40585 -2.98305 0.53905
H 10.49480 -1.88361 -1.23862
H 9.05167 -1.12375 -0.96465
H 9.66902 -2.85548 -3.22576
H 9.18568 -1.14421 -3.19351
H 7.46874 -3.61352 -2.94751
H 7.09215 -2.06397 -3.65837
Se -5.28484 -3.56047 -1.17451
Sb -3.13217 -4.50741 -1.24419
Se -1.64623 -2.34370 -1.46724
Se -2.53560 -2.36265 0.15815
Se -2.98569 -5.27136 1.19063
F 1.86851 -2.73306 5.72723
C 0.97073 -1.73507 5.74449
F 0.00026 -2.10531 6.58753
F 1.58382 -0.67891 6.30217
C 0.46061 -1.42075 4.36922
C 1.34523 -1.01992 3.37644
C 0.85222 -0.73678 2.12052
N -0.45228 -0.82541 1.78963
C -1.29222 -1.21635 2.77385
C -0.88515 -1.51986 4.05888
H 2.40501 -0.92750 3.57536
H 1.50925 -0.42021 1.32749
H -2.33003 -1.28249 2.50058
H -1.61414 -1.82737 4.79745
C -0.30017 4.10866 -0.60246
O -1.34560 3.19351 -0.42016
C -2.60096 3.50102 -0.71252
O -2.89314 4.59602 -1.12881
C -3.63973 2.43301 -0.61494
C -4.94190 2.77857 -0.55328
As -5.12103 3.95968 1.00006
C -6.99712 4.50754 0.73784
C -5.25466 2.35908 2.19528
C -4.47316 1.24640 2.04697
As -3.12972 0.96152 0.58927
C -3.97211 -0.59617 -0.29125
C -4.46358 0.08274 2.98559
O -4.25385 -1.02426 2.53588
O -4.54115 0.20529 4.31285
C -3.94728 1.25431 5.04149
C -6.34014 2.48048 3.21384
O -6.83901 3.56117 3.42566
O -6.79421 1.39465 3.82215
C -7.84285 1.44651 4.75641
C -5.98220 1.72356 -0.77393
O -6.87336 1.53816 0.01359
O -5.97841 0.99682 -1.90309
C -5.14210 1.23599 -3.01631
H 0.63497 3.62989 -0.29873
H -0.46115 5.00454 0.00988
H -0.22627 4.39419 -1.66018
H -7.05504 5.09829 -0.18351
H -7.29718 5.14971 1.57051
H -7.69933 3.67611 0.68193
H -5.06691 -0.55263 -0.32572
H -3.70544 -1.52075 0.29926
H -3.56459 -0.69955 -1.29493
H -4.16790 1.10430 6.10142
H -4.31919 2.24267 4.74988
H -2.85666 1.23504 4.90554
H -8.03625 0.43281 5.11547
H -8.75406 1.83820 4.28758
H -7.56529 2.08057 5.60823
H -5.38994 0.50881 -3.79418
H -4.08151 1.11440 -2.76019
H -5.31083 2.24571 -3.41225
O -0.30398 1.05743 0.37768

Lowest unoccupied orbital energy (alpha / beta) in eV: -6.23 / -6.23
HOMO-LUMO gap (alpha / beta) in eV: 4.716 / 4.716
Charge: +2
HOMO energy (alpha / beta) in eV: -10.9 / -10.9

[2]
Formula: C36H40ClCsN6OS
Source: OMol25
Level of theory: ωB97M-V/def2-TZVPD

Geometry (Å):
Cs -1.71451 -1.20459 -1.92160
Cl 1.68308 -6.20781 -7.36557
C 0.92884 -5.37626 -6.02730
C 0.39973 -6.10800 -4.96059
C -0.18283 -5.44448 -3.91511
C -0.28042 -4.02127 -3.85025
O -0.80698 -3.45809 -2.84096
C 0.25478 -3.28366 -4.96570
C 0.28585 -1.85351 -5.18743
N -0.16651 -0.83685 -4.53269
C 0.06510 0.44457 -5.09905
C 0.71559 0.68593 -6.29516
C 0.92855 1.97560 -6.80994
C 0.49696 3.08083 -6.14164
C -0.17937 2.91129 -4.91664
C -0.65011 4.01524 -4.17288
C -1.29785 3.82000 -2.98842
C -1.48093 2.49654 -2.54967
N -1.06185 1.45560 -3.22037
C -0.40706 1.60807 -4.39108
C 0.85359 -4.01202 -6.02093
H 0.45288 -7.18900 -4.96617
H -0.59978 -6.00311 -3.08595
H 0.82000 -1.67962 -6.12294
H 1.09422 -0.12725 -6.89452
H 1.44770 2.07725 -7.75453
H 0.66062 4.07803 -6.53069
H -0.48425 5.01349 -4.56082
H -1.66424 4.64847 -2.39755
H -1.98301 2.29144 -1.60724
H 1.26978 -3.47429 -6.86493
C 3.48870 -0.03326 4.26401
C 3.78290 0.54649 2.87295
C 5.09443 -0.05399 2.36472
C 3.95191 2.06889 2.97620
C 2.61507 0.23438 1.94413
C 2.73838 -0.51029 0.77909
C 1.60821 -0.73394 0.00240
N 0.40458 -0.27660 0.30564
C 0.25966 0.43542 1.42521
C 1.34101 0.70754 2.25398
C -1.12513 0.90520 1.73145
C -1.44499 1.56891 2.90911
C -2.75183 1.98394 3.15900
C -3.69605 1.69367 2.18472
C -3.29548 1.01628 1.04002
N -2.05189 0.63278 0.81151
C -3.07850 2.70821 4.46048
C -2.24117 3.99195 4.54901
C -2.74036 1.79030 5.64399
C -4.55756 3.08733 4.54920
H 4.31664 0.18638 4.94047
H 3.36669 -1.11690 4.21151
H 2.58123 0.38996 4.69625
H 5.89868 0.19490 3.05816
H 5.36328 0.34363 1.38473
H 5.03777 -1.14180 2.29648
H 4.78918 2.30488 3.63550
H 3.06081 2.55013 3.38067
H 4.15422 2.50142 1.99495
H 3.68810 -0.91585 0.46187
H 1.68038 -1.31479 -0.91379
H 1.19972 1.29745 3.14836
H -0.67922 1.76462 3.64638
H -4.73308 1.97233 2.30096
H -4.02179 0.75740 0.27562
H -1.17125 3.78073 4.53700
H -2.46824 4.52005 5.47696
H -2.46423 4.65597 3.71202
H -1.68246 1.52552 5.66201
H -3.32015 0.86724 5.59255
H -2.97621 2.29362 6.58347
H -4.84787 3.75952 3.73990
H -4.74260 3.60196 5.49299
H -5.19952 2.20555 4.51830
C 0.65701 -3.54301 2.26977
N -0.74116 -3.22889 2.07616
C -1.44692 -3.45377 0.95004
N -0.79554 -4.05047 -0.06369
S -3.08811 -3.06339 0.91509
H 0.93414 -3.27528 3.28622
H 1.29828 -2.97682 1.58746
H 0.84462 -4.61079 2.13249
H -1.26370 -2.78700 2.81152
H 0.21417 -4.05925 -0.04162
H -1.14232 -4.02099 -1.02527

Lowest unoccupied orbital energy in eV: 0.00
HOMO-LUMO gap in eV: 6.793
Energy relative to the best compared isomer or geometry (same formula, charge and spin) in kJ/mol: 35.1
HOMO energy in eV: -6.8

[3]
Formula: C36H40N3O
Source: OMol25
Level of theory: ωB97M-V/def2-TZVPD

Geometry (Å):
C -0.87861 4.26319 4.38294
C 0.24892 4.54702 3.38391
C -0.16946 5.73293 2.51858
C 1.51704 4.94571 4.14807
C 0.51967 3.28878 2.52782
C 0.37254 3.27471 1.17113
C 0.63565 2.10693 0.37742
C 0.54190 2.15100 -1.01900
C 0.68316 1.01727 -1.87011
C 0.09276 -0.24237 -1.55856
C 0.33123 -1.36941 -2.32959
C 1.18354 -1.27073 -3.47176
N 1.44952 -2.37328 -4.23022
C 0.68487 -3.59164 -4.07155
C 0.41461 -3.87738 -2.60780
C -0.28301 -2.68293 -1.95320
C 2.10673 -2.25924 -5.51530
C 3.23368 -1.24760 -5.45879
C 2.71107 0.10274 -4.96507
C 1.77086 -0.01382 -3.80622
C 1.46843 1.10179 -3.04999
C 1.07717 0.92675 1.05879
C 1.21427 0.85214 2.41317
C 1.65462 -0.44711 3.12064
C 2.97220 -0.21392 3.86921
C 1.88595 -1.58476 2.12486
C 0.57132 -0.89130 4.11052
C 0.94809 2.05568 3.21618
O 1.08438 2.03305 4.46234
H -0.57761 3.46600 5.06704
H -1.10179 5.16951 4.95817
H -1.78154 3.94844 3.84614
H 0.61917 5.99299 1.80395
H -1.09553 5.51525 1.97585
H -0.34876 6.60730 3.15545
H 2.33190 5.13979 3.44077
H 1.33058 5.85742 4.72772
H 1.81577 4.14313 4.82660
H 0.03973 4.17146 0.64373
H 0.45429 3.13037 -1.48369
H -0.57694 -0.31974 -0.69843
H -0.26839 -3.50471 -4.62471
H 1.26329 -4.40018 -4.53244
H -0.20169 -4.77777 -2.52331
H 1.35945 -4.07386 -2.08473
H -0.25820 -2.79660 -0.85925
H -1.35104 -2.68207 -2.22991
H 2.48204 -3.25446 -5.77842
H 1.36987 -1.96543 -6.28545
H 4.01871 -1.60103 -4.77874
H 3.67904 -1.14586 -6.45182
H 3.56003 0.73892 -4.68212
H 2.19882 0.62109 -5.79143
H 1.91213 2.06328 -3.31435
H 1.33764 0.06194 0.44992
H 2.83961 0.55189 4.63783
H 3.30273 -1.14760 4.33984
H 3.74482 0.11462 3.16337
H 0.97280 -1.81930 1.56315
H 2.69271 -1.33682 1.42447
H 2.18411 -2.49045 2.66784
H -0.38375 -1.02515 3.58566
H 0.86170 -1.84279 4.57307
H 0.44484 -0.13256 4.88783
C -2.82229 -1.39074 1.33087
C -3.01970 -0.16121 1.95969
N -3.09228 0.84742 2.56688
C -3.66059 -1.88240 0.30419
C -3.44210 -3.16643 -0.29645
C -4.24662 -3.61139 -1.33136
C -5.30676 -2.81895 -1.80477
C -6.12821 -3.28607 -2.88355
N -6.80140 -3.66188 -3.76554
C -5.55674 -1.56915 -1.21200
C -4.76011 -1.10545 -0.17727
H -2.01509 -2.01594 1.71636
H -2.63237 -3.79847 0.08024
H -4.06804 -4.58661 -1.79270
H -6.39194 -0.96723 -1.57776
H -4.96945 -0.13676 0.28515

Lowest unoccupied orbital energy in eV: 1.44
HOMO-LUMO gap in eV: 4.783
Charge: -1
HOMO energy in eV: -3.3

The E_tot results, record by record, are as follows: -471152.2872; -72877.8705; -44500.6784 eV.